Record 1
Molecular formula: C25H32AuN5OSSe
Method: DFT, ωB97M-V with the def2-TZVPD basis set

Summary:
Kohn-Sham gap (spin up / spin down)   6.37 / 6.37 eV
Highest occupied orbital energy (spin up / spin down)   -13.74 / -13.74 eV
Total charge   +2

CARTESIAN COORDINATES (ANGSTROEM)
Au 0.83 -0.75 -0.20
C -0.66 -3.79 1.60
N -1.56 -2.75 2.07
C -2.92 -2.88 2.19
C -3.38 -1.70 2.68
N -2.30 -0.88 2.85
C -2.36 0.47 3.41
C -1.18 -1.53 2.48
Se 0.56 -0.84 2.43
H -1.22 -4.72 1.52
H 0.16 -3.92 2.31
H -0.26 -3.52 0.62
H -3.45 -3.77 1.91
H -4.38 -1.39 2.92
H -3.21 0.51 4.09
H -2.49 1.19 2.61
H -1.45 0.68 3.95
C 3.08 1.60 0.99
N 3.73 1.58 -0.31
C 5.16 1.87 -0.46
C 5.37 1.86 -1.98
N 4.07 1.36 -2.45
C 3.17 1.30 -1.47
S 1.51 0.98 -1.80
H 3.60 2.32 1.62
H 3.13 0.61 1.46
H 2.04 1.91 0.87
H 5.76 1.12 0.06
H 5.39 2.84 -0.02
H 6.17 1.19 -2.29
H 5.57 2.85 -2.38
H 3.79 1.36 -3.42
C 4.88 -2.38 -0.90
C 3.41 -2.20 -0.95
C 2.59 -2.92 -1.97
O 2.88 -1.42 -0.15
H 5.16 -3.41 -1.12
H 5.28 -2.07 0.06
H 5.31 -1.76 -1.69
H 3.19 -3.54 -2.63
H 2.03 -2.19 -2.56
H 1.87 -3.55 -1.45
N -1.09 -0.64 -0.21
C -1.90 0.30 -0.41
C -1.51 1.73 -0.50
C -1.95 2.49 -1.58
C -1.58 3.82 -1.68
C -0.80 4.40 -0.69
C -0.38 3.66 0.40
C -0.72 2.31 0.49
C -3.33 -0.08 -0.54
C -3.68 -1.32 -1.07
C -5.02 -1.68 -1.16
C -6.00 -0.81 -0.72
C -5.66 0.42 -0.18
C -4.32 0.79 -0.10
H -2.57 2.04 -2.34
H -1.91 4.41 -2.53
H -0.52 5.45 -0.77
H 0.21 4.12 1.18
H -0.40 1.72 1.34
H -2.91 -1.99 -1.42
H -5.29 -2.64 -1.59
H -7.04 -1.08 -0.81
H -6.42 1.10 0.16
H -4.05 1.76 0.29

Record 2
Molecular formula: C25H32BN6O2P2S
Method: DFT, ωB97M-V with the def2-TZVPD basis set

Summary:
Kohn-Sham gap   5.84 eV
Highest occupied orbital energy   -3.93 eV
Total charge   -1

CARTESIAN COORDINATES (ANGSTROEM)
N 2.13 2.81 5.89
P 1.02 2.44 4.79
B 1.50 0.85 3.79
P 0.80 0.72 2.02
O 1.62 -0.52 1.32
O 1.29 1.92 1.07
S -1.12 0.40 1.81
H 2.46 3.75 5.74
H -0.20 2.18 5.45
H 0.78 3.55 3.95
H 2.70 0.82 3.73
H 1.07 -0.12 4.37
H 1.92 -1.06 2.07
H 1.47 1.55 0.19
N 2.55 1.41 -2.32
C 3.36 2.44 -2.06
C 4.02 3.16 -3.04
C 3.84 2.79 -4.36
C 3.01 1.73 -4.64
C 2.39 1.07 -3.59
H 3.47 2.69 -1.01
H 4.66 3.98 -2.77
H 4.34 3.33 -5.16
H 2.83 1.40 -5.66
H 1.72 0.24 -3.77
N 5.88 4.75 -6.82
C 6.06 5.79 -6.01
C 7.23 6.53 -5.96
C 8.28 6.17 -6.79
C 8.11 5.09 -7.64
C 6.89 4.42 -7.62
H 5.22 6.04 -5.38
H 7.32 7.36 -5.28
H 9.21 6.72 -6.77
H 8.90 4.77 -8.30
H 6.72 3.57 -8.27
N -3.47 -3.58 1.72
C -2.31 -2.92 1.66
C -1.20 -3.40 0.97
C -1.30 -4.61 0.32
C -2.49 -5.31 0.38
C -3.54 -4.75 1.09
H -2.24 -1.97 2.17
H -0.30 -2.80 0.94
H -0.45 -5.01 -0.24
H -2.62 -6.26 -0.12
H -4.50 -5.26 1.15
N -2.62 3.07 3.80
C -3.83 2.77 3.36
C -5.00 3.27 3.91
C -4.90 4.14 4.98
C -3.64 4.47 5.45
C -2.54 3.91 4.83
H -3.85 2.08 2.52
H -5.96 2.98 3.50
H -5.79 4.56 5.44
H -3.52 5.14 6.29
H -1.54 4.13 5.17
N -5.48 -7.54 0.48
C -6.58 -7.99 -0.11
C -7.06 -9.28 0.04
C -6.35 -10.15 0.86
C -5.21 -9.69 1.49
C -4.82 -8.38 1.27
H -7.10 -7.28 -0.74
H -7.96 -9.60 -0.46
H -6.69 -11.17 1.01
H -4.63 -10.33 2.14
H -3.93 -7.97 1.74

Record 3
Molecular formula: C25H32O8
Method: DFT, ωB97M-V with the def2-TZVPD basis set

Summary:
Kohn-Sham gap   9.70 eV
Highest occupied orbital energy   -9.35 eV

CARTESIAN COORDINATES (ANGSTROEM)
C -2.29 -0.54 -0.10
H -2.57 -0.50 -1.15
H -2.83 0.23 0.44
H -2.63 -1.50 0.28
C -0.77 -0.38 0.09
C -0.35 1.09 0.16
H 0.68 1.13 0.50
H -0.97 1.64 0.87
C -0.45 1.81 -1.20
O -1.77 2.19 -1.49
H -2.32 1.40 -1.53
C 0.26 1.01 -2.33
C -0.14 -0.47 -2.39
C 0.06 -1.07 -1.00
C -0.24 -2.55 -0.77
H 0.53 -3.19 -1.19
H -1.19 -2.82 -1.22
C -0.29 -2.67 0.76
H -1.17 -3.22 1.10
H 0.59 -3.17 1.15
C -0.32 -1.23 1.32
C -1.30 -1.10 2.49
O -2.23 -1.84 2.66
C -1.05 0.09 3.43
H -1.88 0.79 3.35
H -0.10 0.57 3.21
O -1.07 -0.36 4.79
C -0.30 -1.41 5.04
O 0.33 -1.99 4.18
C -0.34 -1.80 6.49
C 0.16 -0.66 7.38
C 1.59 -0.30 7.04
O 2.54 -0.45 7.75
O 1.69 0.21 5.80
H 2.61 0.40 5.58
H -0.47 0.22 7.22
H 0.12 -0.95 8.43
H -1.37 -2.04 6.76
H 0.28 -2.69 6.63
O 0.96 -0.80 1.72
H 1.20 -1.32 2.50
H 1.11 -0.90 -0.72
H -1.18 -0.58 -2.70
C 0.74 -1.22 -3.40
H 0.41 -2.25 -3.48
C 0.71 -0.56 -4.78
C 1.07 0.89 -4.64
C 2.17 1.39 -5.21
C 2.60 2.78 -5.05
O 3.61 3.22 -5.56
C 1.71 3.61 -4.22
C 0.63 3.12 -3.63
C 0.18 1.69 -3.73
C -1.25 1.73 -4.32
H -1.87 2.42 -3.76
H -1.19 2.09 -5.35
H -1.72 0.76 -4.33
H -0.03 3.77 -3.06
H 1.99 4.65 -4.12
H 2.80 0.78 -5.84
H 1.41 -1.06 -5.44
H -0.29 -0.65 -5.21
H 1.77 -1.22 -3.03
H 1.33 1.04 -2.06
H 0.08 2.76 -1.09

> What is the formula in the second record?

C25H32BN6O2P2S

> What is the formula in the first record?

C25H32AuN5OSSe